The following is a DFT calculation (the ωB97M-V functional and the def2-TZVPD basis) of 10 unconnected molecules or ions with the total composition H21O10 at a distorted geometry.

Values from the calculation:
E   -20808.3808 eV
LUMO energy   -3.2924 eV
2S+1   1
Net charge   +1

Bonds (Å) are listed after each position.
CARTESIAN COORDINATES (ANGSTROEM)
1 O -2.89550 -0.22657 -0.98085  H2 0.960, H26 0.960
2 H -2.73384 -0.39465 -1.91197  O1 0.960
3 H -2.76917 -2.59812 -0.95596  O25 0.962
4 O 3.50605 0.70183 -0.35518  H5 0.957, H6 0.965
5 H 3.87139 -0.16687 -0.52038  O4 0.957
6 H 4.12492 1.19935 0.19238  O4 0.965
7 O 0.59723 -2.10044 -0.99940  H9 0.959, H30 0.970
8 H -1.57817 -2.97965 -0.02307  O25 0.959
9 H 0.85453 -3.00588 -1.18051  O7 0.959
10 O 1.40292 -0.52501 1.00249  H11 1.017, H12 1.069, H31 1.023
11 H 2.26093 -0.20253 0.56277  O10 1.017
12 H 0.93496 0.33930 0.58087  O10 1.069
13 O -1.78623 -2.64262 1.90865  H15 0.974, H18 0.954
14 H 0.28890 1.89215 -0.49175  O27 0.983
15 H -1.51372 -1.72788 1.71536  O13 0.974
16 O -2.00612 -0.01598 2.17663  H17 0.962, H20 0.959
17 H -2.86814 0.40563 2.10615  O16 0.962
18 H -2.34372 -2.79266 2.66848  O13 0.954
19 O 0.85297 3.31264 0.73836  H21 0.954, H24 0.965
20 H -1.87673 -0.34815 3.06685  O16 0.959
21 H 1.15289 2.42158 0.57925  O19 0.954
22 O 1.81064 3.39339 -1.87865  H23 0.923, H29 0.945
23 H 1.32296 4.03719 -1.43137  O22 0.923
24 H 1.45031 3.53730 1.46284  O19 0.965
25 O -1.83038 -2.80477 -0.93197  H3 0.962, H8 0.959
26 H -2.11405 -0.46264 -0.47646  O1 0.960
27 O 0.32940 0.96598 -0.81946  H14 0.983, H28 0.974
28 H -0.62259 0.84372 -0.98501  O27 0.974
29 H 1.47191 2.65585 -2.36245  O22 0.945
30 H -0.24952 -1.91436 -1.43546  O7 0.970
31 H 1.15514 -1.14504 0.22682  O10 1.023

Atom charges from the natural (NBO) analysis, given in e for atoms 1 to 8: O -0.939; H 0.481; H 0.499; O -0.943; H 0.491; H 0.507; O -0.990; H 0.508

The following is a DFT calculation (the ωB97M-V functional and the def2-TZVPD basis) of 10 unconnected molecules or ions with the total composition H21O10 at a distorted geometry.

Values from the calculation:
E   -20810.3072 eV
LUMO energy   -2.8292 eV
2S+1   1
Net charge   +1

Bonds (Å) are listed after each position.
CARTESIAN COORDINATES (ANGSTROEM)
1 O -0.12753 1.67204 -2.84292  H2 0.960, H3 0.964
2 H 0.26202 2.04923 -3.63467  O1 0.960
3 H -0.78667 2.32824 -2.58820  O1 0.964
4 O -0.92126 -3.08662 -1.64448  H5 0.958, H6 0.975
5 H -0.48676 -3.91431 -1.43355  O4 0.958
6 H -0.27875 -2.35456 -1.68678  O4 0.975
7 O -3.27957 -1.15454 1.80557  H9 0.970, H29 0.969
8 H -2.67402 -1.05934 0.60189  O19 1.128
9 H -2.57161 -0.83865 2.38866  O7 0.970
10 O -0.40598 0.81389 0.84209  H11 0.982, H12 0.964
11 H 0.37828 0.28852 0.57277  O10 0.982
12 H -0.14918 1.73965 0.76788  O10 0.964
13 O 1.74198 3.24653 0.63295  H14 0.965, H15 0.964
14 H 2.03094 2.42211 1.04214  O13 0.965
15 H 2.54057 3.76114 0.79581  O13 0.964
16 O 0.62504 -0.97284 -1.29696  H17 0.970, H18 1.002
17 H 0.31164 -0.18906 -1.77508  O16 0.970
18 H 1.60276 -0.83025 -1.13265  O16 1.002
19 O -2.11125 -0.58840 -0.25513  H8 1.128, H20 1.079, H21 0.975
20 H -1.48586 0.18719 0.15934  O19 1.079
21 H -1.45118 -1.19245 -0.64154  O19 0.975
22 O -1.50333 0.50039 3.02537  H23 0.962, H24 0.968
23 H -0.82944 1.16553 2.85333  O22 0.962
24 H -1.73918 0.77377 3.92382  O22 0.968
25 O 2.41915 0.58873 0.80516  H26 0.962, H30 0.965
26 H 2.73235 0.36974 1.68821  O25 0.962
27 O 3.13486 -1.12305 -1.12731  H28 0.969, H31 0.970
28 H 3.41442 -2.01714 -0.88138  O27 0.969
29 H -3.93784 -0.45038 1.90747  O7 0.969
30 H 3.17132 0.39920 0.23073  O25 0.965
31 H 3.11006 -1.17459 -2.09599  O27 0.970

Atom charges from the natural (NBO) analysis, given in e for atoms 1 to 8: O -0.966; H 0.488; H 0.484; O -0.992; H 0.481; H 0.489; O -0.884; H 0.524

The following is a DFT calculation (the ωB97M-V functional and the def2-TZVPD basis) of 11 unconnected molecules or ions with the total composition H21O11 at a distorted geometry.

Values from the calculation:
E   -22862.4361 eV
LUMO energy   2.7934 eV
2S+1   1
Net charge   -1

Bonds (Å) are listed after each position.
CARTESIAN COORDINATES (ANGSTROEM)
1 O 2.84455 -2.10585 3.20309  H2 0.896, H3 0.927
2 H 2.32969 -2.00993 3.93053  O1 0.896
3 H 2.52397 -1.74601 2.41138  O1 0.927
4 O 1.15660 -2.58875 0.46719  H5 0.912, H6 0.914
5 H 1.03240 -1.80219 0.02321  O4 0.912
6 H 1.25203 -3.25338 -0.15364  O4 0.914
7 O 1.82671 1.38064 -2.25969  H20 0.979, H22 0.954
8 H -2.98633 0.43757 -0.43178  O21 0.915
9 H -1.04257 -0.33921 -3.31051  O16 0.939
10 O 0.22535 1.58409 -0.12984  H11 1.049, H15 1.008
11 H 0.21878 1.48845 0.91493  O10 1.049
12 H 3.70628 2.23644 1.79411  O30 0.888
13 O -1.59899 4.01158 1.56175  H28 0.917, H31 0.987
14 H -4.24973 -2.20434 0.50606  O27 0.865
15 H 0.20216 0.62359 -0.43394  O10 1.008
16 O -0.42764 0.36866 -3.26329  H9 0.939, H17 1.021
17 H -0.12612 0.20752 -2.30151  O16 1.021
18 H 1.48428 -0.90912 -1.43230  O19 0.815
19 O 0.72677 -0.78252 -1.15963  H18 0.815
20 H 1.46635 1.09027 -1.39722  O7 0.979
21 O -2.95193 1.16638 0.12049  H8 0.915, H23 1.048
22 H 2.61865 1.84228 -1.99685  O7 0.954
23 H -1.98303 1.40875 -0.19671  O21 1.048
24 O -1.50512 -1.95380 -1.64937  H25 0.941, H26 0.990
25 H -1.56295 -2.88861 -1.55816  O24 0.941
26 H -0.70332 -1.59992 -1.18975  O24 0.990
27 O -4.30598 -2.10889 1.36415  H14 0.865, H29 1.028
28 H -0.83265 3.51404 1.64435  O13 0.917
29 H -3.74503 -1.25216 1.45814  O27 1.028
30 O 3.32030 1.44375 1.69216  H12 0.888, H32 1.005
31 H -2.34197 3.77888 0.95537  O13 0.987
32 H 3.42849 0.96180 0.81727  O30 1.005

Atom charges from the natural (NBO) analysis, given in e for atoms 1 to 8: O -0.957; H 0.462; H 0.494; O -0.991; H 0.483; H 0.451; O -0.951; H 0.465

The records above yield energy relative to the best compared isomer or geometry (same formula, charge and spin) values of 236.1; 50.3; 434.0 kJ/mol, respectively.